Entry 1:
{
  "formula": "C26H17Cl5N8OS4V",
  "method": "wB97M-V/def2-TZVPD",
  "energy_ev": -172853.9465,
  "largest_force_ha_per_bohr": 0.00328,
  "gap_ev": [5.57, 6.25],
  "charge": -2,
  "e_lumo_ha": [0.1395, 0.1395],
  "spin_multiplicity": 4,
  "e_homo_ha": [-0.0653, -0.0901],
  "species": ["V", "N", "C", "S", "N", "N", "C", "C", "C", "C", "C", "C", "C", "C", "C", "C", "C", "C", "N", "H", "H", "H", "H", "H", "H", "H", "H", "H", "H", "H", "Cl", "C", "C", "Cl", "C", "Cl", "C", "O", "C", "Cl", "C", "Cl", "S", "C", "S", "C", "C", "N", "C", "N", "S", "C", "N", "C", "C", "N", "H", "H", "H", "H", "H", "H"],
  "positions_angstrom": [[-1.12137, -1.73049, -1.00264], [-3.54909, -2.33699, 2.73642], [-2.68813, -2.13298, 1.68490], [-3.26179, -2.48191, 0.11529], [-1.50452, -1.67832, 2.06597], [-0.66887, -1.42308, 1.03108], [0.52504, -0.99201, 1.32568], [1.00419, -0.78937, 2.71732], [1.41269, 0.46975, 3.14468], [1.87287, 0.66570, 4.44047], [1.93441, -0.40418, 5.32064], [1.53183, -1.66675, 4.89974], [1.06666, -1.85848, 3.60928], [1.42213, -0.76147, 0.18953], [2.78286, -0.48198, 0.34562], [3.58375, -0.38444, -0.77592], [3.01748, -0.54712, -2.03410], [1.66135, -0.80931, -2.11488], [0.88268, -0.91688, -1.03748], [-4.32655, -2.94533, 2.55312], [-3.11676, -2.38557, 3.64456], [1.37114, 1.31430, 2.46793], [2.17617, 1.65877, 4.74766], [2.29323, -0.25700, 6.33258], [1.57802, -2.50626, 5.58334], [0.73790, -2.83521, 3.27988], [3.19813, -0.37774, 1.33752], [4.64450, -0.19269, -0.66836], [3.60967, -0.49085, -2.93674], [1.16026, -0.97562, -3.06218], [-4.96148, 5.15505, -1.77258], [-4.08003, 3.66563, -1.69332], [-3.74602, 3.09786, -0.46629], [-4.19647, 3.91130, 0.99480], [-3.04888, 1.90278, -0.39886], [-2.60106, 1.22077, 1.12355], [-2.62812, 1.19634, -1.56302], [-1.95009, 0.13535, -1.53684], [-2.98954, 1.81411, -2.80122], [-2.46980, 1.00537, -4.23119], [-3.69059, 3.00315, -2.85964], [-4.08932, 3.69216, -4.39824], [0.01182, -3.98144, -1.09337], [-0.07700, -3.81512, -2.80583], [-1.05871, -2.52514, -3.40135], [0.61488, -4.67496, -3.66833], [1.43593, -5.72977, -3.18597], [2.12143, -6.59429, -2.84123], [0.55770, -4.53633, -5.08144], [0.53335, -4.46766, -6.23512], [1.92289, 4.29829, 2.42280], [1.41812, 3.65286, 0.96366], [2.08553, 3.77099, -0.21836], [1.56818, 2.81107, -1.19722], [0.15015, 2.58780, -0.67223], [0.32142, 2.91952, 0.74003], [3.06296, 3.99817, -0.16123], [2.14170, 1.88261, -1.18048], [1.57415, 3.21964, -2.20569], [-0.19665, 1.56509, -0.80522], [-0.56360, 3.27277, -1.14045], [-0.40273, 2.79954, 1.42897]],
  "forces_ev_per_a": [[-0.155, -0.052, 0.024], [0.001, 0.039, -0.011], [-0.018, -0.094, 0.060], [0.002, 0.037, -0.040], [0.030, 0.029, -0.017], [0.064, 0.038, -0.035], [-0.033, 0.029, -0.035], [-0.001, 0.003, -0.011], [0.018, 0.034, 0.020], [-0.006, -0.040, 0.005], [0.004, 0.028, 0.000], [0.003, -0.012, 0.004], [-0.002, -0.002, -0.010], [-0.026, -0.043, 0.029], [-0.012, 0.007, -0.007], [-0.014, -0.002, -0.010], [0.012, 0.010, 0.025], [-0.008, 0.017, -0.011], [0.080, 0.026, 0.007], [-0.001, -0.003, -0.004], [0.004, -0.002, 0.001], [-0.002, -0.027, -0.009], [-0.002, 0.004, -0.004], [-0.001, -0.003, -0.001], [-0.001, 0.001, -0.001], [0.001, -0.002, 0.002], [-0.004, 0.001, 0.008], [0.003, 0.002, -0.001], [0.000, -0.006, -0.004], [0.005, -0.002, 0.004], [0.002, -0.006, 0.003], [-0.007, -0.004, -0.014], [-0.004, 0.020, -0.001], [0.002, -0.004, -0.001], [0.002, -0.008, 0.056], [-0.005, 0.001, -0.016], [-0.081, -0.052, -0.086], [0.139, 0.029, 0.091], [0.019, -0.013, -0.008], [-0.001, -0.005, 0.005], [-0.002, 0.018, 0.007], [0.002, 0.001, 0.009], [0.008, 0.028, -0.021], [-0.047, -0.030, 0.014], [0.025, 0.011, -0.001], [0.028, 0.032, 0.008], [0.033, 0.004, 0.012], [-0.015, -0.007, -0.002], [-0.072, -0.032, -0.019], [0.038, 0.018, 0.007], [-0.014, 0.002, -0.014], [0.000, -0.012, 0.066], [0.018, 0.001, -0.060], [-0.002, 0.017, 0.015], [-0.067, 0.013, 0.021], [0.019, -0.014, -0.051], [0.002, -0.009, 0.005], [0.018, -0.012, 0.002], [0.006, 0.007, -0.002], [0.009, -0.008, -0.013], [0.005, -0.011, 0.003], [-0.002, 0.012, 0.008]],
  "lowdin_charge": [0.21, 0.04, -0.91, 0.60, -0.02, -0.07, -0.19, -0.18, -0.04, -0.08, -0.11, -0.10, -0.03, -0.20, -0.01, -0.08, -0.07, -0.12, 0.02, 0.06, 0.08, 0.07, 0.09, 0.09, 0.09, 0.12, 0.11, 0.10, 0.10, 0.09, 0.61, -0.74, -0.71, 0.64, -0.60, 0.77, -0.52, -0.23, -0.61, 0.71, -0.71, 0.64, 0.54, -1.15, 0.53, -0.42, -0.30, 0.10, -0.30, 0.10, 0.50, -0.94, 0.01, -0.12, -0.13, 0.03, 0.11, 0.09, 0.12, 0.09, 0.13, 0.10]
}

Entry 2:
{
  "formula": "C26H17Co2NO8",
  "method": "wB97M-V/def2-TZVPD",
  "energy_ev": -120358.1914,
  "largest_force_ha_per_bohr": 0.09705,
  "gap_ev": 5.33,
  "charge": -2,
  "e_lumo_ha": 0.1520,
  "e_homo_ha": -0.0437,
  "species": ["C", "C", "O", "C", "C", "C", "C", "C", "C", "C", "N", "C", "C", "O", "H", "H", "H", "H", "H", "H", "H", "H", "H", "H", "O", "C", "Co", "C", "O", "C", "O", "C", "C", "C", "C", "C", "C", "C", "C", "C", "Co", "C", "O", "C", "O", "C", "O", "H", "H", "H", "H", "H", "H", "H"],
  "positions_angstrom": [[-4.03330, -3.33669, 1.85381], [-2.57678, -2.92849, 1.95656], [-1.71520, -3.94686, 1.48660], [-0.44462, -3.44752, 1.35487], [0.62454, -4.38100, 1.15220], [1.97612, -4.05029, 1.24245], [2.41235, -2.71388, 1.40381], [3.74020, -2.41701, 1.51664], [4.70604, -3.43010, 1.51185], [6.05851, -3.11567, 1.60511], [7.19235, -2.85627, 1.68223], [4.28551, -4.75876, 1.38011], [2.96243, -5.06894, 1.23232], [-0.22056, -2.24726, 1.44331], [-4.67415, -2.71252, 2.47999], [-4.38632, -3.26758, 0.82298], [-4.13710, -4.37672, 2.16839], [-2.35950, -2.00779, 1.39087], [-2.27848, -2.72409, 2.99707], [0.35635, -5.40771, 1.00219], [1.67831, -1.92384, 1.40986], [4.05785, -1.39206, 1.60714], [5.03426, -5.53429, 1.39171], [2.66845, -6.09724, 1.09889], [0.40514, 0.53962, 1.25262], [0.24260, 0.74164, 0.14257], [-0.01104, 1.22414, -1.62146], [1.37539, 2.27797, -1.91879], [2.23668, 2.99839, -2.08953], [0.10683, -0.09341, -2.90937], [0.16268, -0.89430, -3.71602], [-1.41861, 2.73170, -1.14401], [-0.58806, 3.84245, -0.57429], [0.05227, 3.61503, 0.63670], [1.00030, 4.49572, 1.10602], [1.30632, 5.64195, 0.41017], [0.64679, 5.90535, -0.76751], [-0.30745, 5.02873, -1.24488], [-1.39400, 2.33668, -2.57478], [-1.17262, 3.28869, -3.65652], [-3.02430, 1.52079, -1.60831], [-3.11868, 0.79201, 0.04558], [-3.15886, 0.34033, 1.08850], [-3.15306, 0.11512, -2.77764], [-3.22100, -0.75991, -3.50204], [-4.35649, 2.67967, -1.91853], [-5.18713, 3.43294, -2.11150], [-0.17656, 2.73000, 1.21528], [1.55011, 4.26889, 2.00287], [2.03403, 6.34070, 0.79413], [0.90719, 6.77999, -1.34265], [-0.84366, 5.26430, -2.14789], [-1.50300, 3.02444, -4.65001], [-0.31908, 3.93292, -3.60965]],
  "forces_ev_per_a": [[0.249, -0.396, -0.196], [-0.177, 0.963, 0.218], [-0.137, -0.280, -0.220], [2.345, -0.264, -0.429], [-1.398, -0.289, 0.025], [-0.744, -0.036, 0.088], [0.542, 0.649, -0.034], [-0.146, -0.143, 0.002], [-0.508, -0.106, -0.021], [2.089, 0.394, 0.188], [-0.867, -0.212, -0.051], [-0.035, -0.145, -0.097], [0.475, 0.177, -0.058], [-1.157, 0.526, 0.247], [0.135, 0.045, -0.032], [0.004, 0.000, 0.011], [-0.130, -0.028, 0.092], [-0.330, -0.358, 0.340], [-0.304, 0.076, -0.110], [-0.092, -0.512, 0.058], [0.182, -0.127, -0.009], [0.062, 0.250, 0.031], [0.134, -0.217, -0.046], [-0.142, -0.201, 0.040], [0.265, 0.241, -0.116], [-0.687, -1.053, -0.499], [-1.342, -1.022, 0.238], [-0.826, -0.177, -0.317], [1.125, 0.602, -0.086], [0.425, 0.095, 1.264], [-0.091, -0.026, -0.439], [1.783, -1.787, -2.840], [-1.306, -0.438, 0.042], [-0.033, 0.237, 0.661], [0.050, -0.268, 0.372], [0.288, 0.495, -0.057], [0.036, 0.174, -0.134], [-0.412, 0.045, -0.159], [-1.291, 4.794, 0.505], [-0.820, -3.510, 1.592], [2.666, 0.390, -0.427], [-0.020, -0.034, -0.615], [-0.042, 0.022, 0.399], [-0.324, 0.786, 1.055], [0.088, -0.149, -0.316], [0.890, -0.629, -0.028], [-0.700, 0.568, -0.096], [0.000, 0.230, -0.148], [-0.006, -0.082, 0.348], [0.216, 0.025, 0.005], [-0.085, 0.243, -0.076], [-0.037, -0.031, -0.130], [0.011, -0.103, -0.290], [0.130, 0.594, 0.254]],
  "lowdin_charge": [-0.08, -0.27, -0.03, -0.51, -0.03, -0.24, -0.02, -0.05, -0.30, -0.26, 0.08, -0.08, -0.07, -0.01, 0.07, 0.07, 0.06, 0.10, 0.13, 0.07, 0.08, 0.11, 0.10, 0.09, 0.10, -0.12, 0.00, -0.17, 0.12, -0.12, 0.10, -0.15, -0.25, -0.07, -0.09, -0.13, -0.11, -0.06, -0.33, -0.03, 0.01, -0.15, 0.11, -0.14, 0.10, -0.17, 0.08, 0.09, 0.10, 0.09, 0.09, 0.09, 0.01, 0.02]
}